Computed, not measured: a molecular structure, H4O3SSi, with ωB97M-V/def2-TZVPD.

Geometry (Å):
O -0.765489 0.890216 1.172328
H -0.950354 0.578023 2.034568
O 1.405993 -1.185176 0.502218
S -1.806253 -0.980152 -1.264770
O 0.318430 1.186639 -1.181235
H 1.870982 -0.595478 1.161387
H 1.100224 1.740294 -0.963342
H -0.771483 -1.820762 -1.264126
Si -0.402049 0.186395 -0.197028

Force components x, y, z for each atom (eV/Å):
O -0.5235 2.2965 0.5067
H -0.3588 -0.6853 0.8860
O 1.2525 -0.2736 0.6792
S -0.9149 0.0243 -0.4058
O 1.6453 2.4263 -1.4024
H -0.1012 -0.3542 -0.2643
H -1.0219 -0.5910 -0.0784
H -0.1130 -0.3695 -0.2234
Si 0.1356 -2.4736 0.3023

* F_max: 3.2 eV/Å
* lowest unoccupied orbital energy (spin up / spin down): 0.0239 / -0.1135 hartree
* multiplicity: 3
* HOMO-LUMO gap (spin up / spin down): 0.207 / 0.239 hartree
* ΔE to the lowest compared entry with this formula, charge and spin: 53.66 kJ/mol

Computed, not measured: C4H7NO in the gas phase, with ωB97M-V/def2-TZVPD.

Geometry (Å):
C 0.348698 -0.744319 -0.587939
C -0.671499 1.014064 0.690198
H -1.067582 1.924936 0.217246
H 1.741896 0.888829 -0.941775
H 0.401472 -1.014265 -1.647925
H 2.225044 -0.215813 0.384167
H -1.135397 0.840607 1.664137
H -1.023348 -2.254458 -0.045532
H -1.647251 -0.046401 -0.897426
C -0.429016 -1.472952 0.446494
C 1.378582 0.265490 -0.110725
O 0.715442 1.065615 0.858846
N -0.938042 -0.142977 -0.175701

Force components x, y, z for each atom (eV/Å):
C 0.1237 0.1527 -0.0722
C -0.2153 0.0362 -0.0643
H 0.1009 -0.0980 -0.0184
H -0.0579 -0.0761 0.1052
H -0.0292 0.0260 0.1860
H -0.0822 0.0453 -0.0467
H 0.0395 0.0736 -0.1180
H 0.1045 0.0418 0.0357
H 0.0894 -0.0615 0.2230
C -0.0942 -0.2133 -0.2484
C 0.1308 -0.1399 -0.1309
O 0.0207 0.0611 0.0780
N -0.1306 0.1519 0.0711

* F_max: 0.3 eV/Å
* lowest unoccupied orbital energy: 0.0262 hartree
* multiplicity: 1
* HOMO-LUMO gap: 0.303 hartree
* ΔE to the lowest compared entry with this formula, charge and spin: 433.56 kJ/mol